[1]
Computed, not measured: C11H27AuClIN2OP2S as an isolated structure in a non-equilibrium geometry, with the ωB97M-V functional and the def2-TZVPD basis.

<S²> = 2.02
spin multiplicity = 3
HOMO-LUMO gap (spin up / spin down) = 5.51 / 4.46 eV
molecular weight = 656.7 Da
energy relative to the best compared isomer or geometry (same formula, charge and spin) = 16.9 kcal per mole
strongest force on any atom = 0.0616 hartree/bohr
charge = +2

Last column: Löwdin spin population.
CARTESIAN COORDINATES (ANGSTROEM)
C: -0.0062 0.8301 -5.2421  0.008
C: -0.0036 0.9705 -3.7690  -0.016
H: 0.0008 1.8495 -5.6802  0.000
H: -0.8785 0.3294 -5.6755  0.004
H: 0.8593 0.3174 -5.6754  0.004
O: 0.0047 1.9855 -3.1285  -0.026
I: -0.0370 -2.3825 -3.3804  0.496
Au: -0.0082 0.0621 -1.9079  0.027
P: 2.1238 -0.1385 -0.6625  0.011
C: 2.6232 1.0351 0.6383  0.001
C: 2.8519 -1.7014 -0.0634  0.025
H: 3.9441 -1.6995 -0.1581  0.001
H: 4.3198 0.4411 -1.7604  0.001
H: 2.4151 -2.5283 -0.6504  -0.001
H: 3.1906 -0.5114 -2.7675  0.000
H: 2.0780 0.8520 1.5722  0.001
H: 2.5765 -1.9019 0.9821  0.018
C: 3.2597 0.2883 -2.0291  0.004
H: 3.6991 1.0301 0.8458  0.000
H: 2.8789 1.2065 -2.4785  0.000
H: 2.3515 2.0429 0.2616  0.000
P: -2.1404 -0.1012 -0.6505  0.008
C: -2.6117 1.0815 0.6504  0.001
C: -3.2752 0.3428 -2.0115  0.004
H: -2.4620 -2.4882 -0.6272  -0.002
H: -3.9852 -1.6377 -0.1490  0.001
H: -2.6273 -1.8503 1.0018  0.017
C: -2.8926 -1.6532 -0.0471  0.024
H: -3.2237 -0.4574 -2.7540  0.000
H: -4.3304 0.5084 -1.7337  0.001
H: -3.6817 1.0826 0.8846  0.000
H: -2.3458 2.0872 0.2676  0.000
H: -2.8834 1.2547 -2.4597  0.000
H: -2.0450 0.8967 1.5709  0.001
Cl: -0.0566 -3.9079 -1.1496  0.527
S: -0.0208 -1.6377 1.5542  0.728
C: 0.0234 -0.5538 2.8730  0.084
N: 1.1193 -0.0067 3.4709  0.014
C: 0.7820 0.7185 4.6794  0.003
C: -0.6843 0.7369 4.7016  0.004
N: -1.0836 0.0202 3.4804  0.020
H: 2.0297 -0.4398 3.3322  0.002
H: 1.1729 1.7462 4.6614  0.001
H: 1.1493 0.1916 5.5779  0.000
H: -1.0590 1.8032 4.6645  0.001
H: -1.0995 0.2435 5.5854  0.000
H: -2.0123 -0.3573 3.3551  0.002

Atoms 1-3, force components in eV/Å:
C 0.0 0.3 -1.4
C 0.0 2.3 0.6
H 0.0 -0.4 0.5

[2]
Computed, not measured: a 2-piece molecular cluster, H2NP2 overall in a non-equilibrium geometry, with the ωB97M-V functional and the def2-TZVPD basis.

HOMO-LUMO gap (spin up / spin down) = 5.01 / 5.01 eV
molecular weight = 78.0 Da
energy relative to the best compared isomer or geometry (same formula, charge and spin) = 127.7 kcal per mole
strongest force on any atom = 0.0393 hartree/bohr
charge = +1

Last column: Mulliken charge in e.
CARTESIAN COORDINATES (ANGSTROEM)
N: -0.6184 -0.5950 0.4574  -0.179
P: 2.1916 0.2910 -0.3409  0.326
P: -1.9596 -0.0647 0.0517  0.463
H: 2.5772 -0.6628 0.5941  0.154
H: -2.1908 1.0315 -0.7624  0.236

Atoms 1-3, force components in eV/Å:
N 2.0 0.2 -0.2
P -1.2 0.2 -0.2
P -1.3 -0.8 0.7

[3]
Computed, not measured: a 2-piece molecular cluster, C4H10O overall in a non-equilibrium geometry, with the ωB97M-V functional and the def2-TZVPD basis.

<S²> = 0.75
spin multiplicity = 2
HOMO-LUMO gap (spin up / spin down) = 1.67 / 9.04 eV
molecular weight = 74.1 Da
energy relative to the best compared isomer or geometry (same formula, charge and spin) = 34.2 kcal per mole
strongest force on any atom = 0.0358 hartree/bohr
charge = -1

Last column: Löwdin spin population.
CARTESIAN COORDINATES (ANGSTROEM)
C: -0.7810 -1.7391 -0.2406  0.200
C: 0.0572 -0.7984 0.6850  0.047
C: -0.8370 0.3211 1.1413  0.165
C: -0.7936 1.6322 0.9034  0.076
H: -0.3155 -1.9425 -1.2057  0.025
H: -1.7795 -1.3721 -0.4585  0.060
H: -0.8390 -2.7227 0.2219  0.084
H: 0.4811 -1.3154 1.5494  0.055
H: 0.8773 -0.4975 0.0411  0.006
H: -1.7457 -0.1407 1.5344  0.102
H: -1.4360 2.2327 1.5523  0.033
H: -0.0879 2.1204 0.2435  0.017
H: 2.6074 1.0584 -2.2796  0.018
H: 1.6703 1.1625 -1.0752  0.009
O: 1.8357 0.6310 -1.8704  0.103

Atoms 1-3, force components in eV/Å:
C 0.6 -0.6 0.5
C -0.9 0.5 -1.5
C 0.2 -0.8 -1.0

[4]
Computed, not measured: C15H26IO2P2SnTe as an isolated structure in a non-equilibrium geometry, with the ωB97M-V functional and the def2-TZVPD basis.

HOMO-LUMO gap (spin up / spin down) = 5.33 / 5.11 eV
molecular weight = 673.5 Da
strongest force on any atom = 0.1124 hartree/bohr
charge = +3

Last column: Mulliken charge in e.
CARTESIAN COORDINATES (ANGSTROEM)
C: -0.0513 -0.0236 -6.2158  -0.722
C: -0.0470 0.7692 -5.0260  0.746
H: -0.0488 0.6813 -7.0729  0.388
H: -0.9775 -0.6512 -6.2507  0.348
H: 0.8704 -0.6577 -6.2524  0.349
O: -0.0498 1.3738 -4.0321  -0.106
I: -0.0512 -3.0813 -1.9143  -0.158
Sn: -0.0476 -0.3423 -1.1637  0.433
P: 2.5087 -0.2811 -0.4862  0.682
C: 3.0573 0.9701 0.7026  -1.158
C: 3.2681 -1.8147 0.1185  -1.074
H: 4.3482 -1.6294 0.2391  0.450
H: 4.4925 0.0021 -1.7859  0.417
H: 3.1101 -2.6263 -0.6036  0.352
H: 3.1289 -0.5373 -2.8222  0.345
H: 2.5446 0.8511 1.6626  0.255
H: 2.8321 -2.1109 1.0843  0.253
C: 3.4204 0.1334 -2.0021  -1.223
H: 4.1370 0.8314 0.8530  0.455
H: 3.2261 1.1766 -2.2918  0.378
H: 2.8748 1.9802 0.3202  0.415
P: -2.6143 -0.1927 -0.5550  0.771
C: -3.1484 1.1251 0.5723  -1.228
C: -3.5021 0.1450 -2.1094  -1.228
H: -3.3489 -2.5013 -0.5571  0.362
H: -4.4655 -1.4164 0.3427  0.453
H: -2.9176 -1.9527 1.0870  0.308
C: -3.4101 -1.6629 0.1468  -1.172
H: -3.1985 -0.5750 -2.8857  0.346
H: -4.5825 0.0333 -1.9144  0.407
H: -4.2194 0.9739 0.7699  0.458
H: -2.9981 2.1138 0.1238  0.423
H: -3.2917 1.1695 -2.4566  0.374
H: -2.6009 1.0695 1.5201  0.287
C: -0.0704 2.1268 0.1192  0.053
O: 0.0033 3.2151 0.4483  -0.125
Te: -0.0685 -1.9432 1.3194  0.486
C: 0.0536 -0.6884 3.0012  0.718
C: -1.1191 -0.1376 3.5556  -0.648
C: -0.9922 0.7580 4.6234  -0.562
C: 0.2666 1.1302 5.0998  -0.655
C: 1.4020 0.4452 4.6492  -0.347
C: 1.3210 -0.4636 3.5846  -0.692
H: -2.0877 -0.4321 3.1429  0.611
H: -1.8801 1.1351 5.1183  0.423
H: 0.3677 1.9306 5.8373  0.449
H: 2.3584 0.5835 5.1587  0.421
H: 2.1976 -1.0019 3.1974  0.484

Atoms 1-3, force components in eV/Å:
C 0.0 -0.2 -0.4
C 0.0 2.4 4.4
H 0.0 -0.2 0.2

Number 1: DFT total energy -70583.6547 eV. Number 2: DFT total energy -20084.9454 eV. Number 3: DFT total energy -6354.5423 eV. Number 4: DFT total energy -59846.0325 eV.